Entry 1:
Molecular formula: C48H56Cl5KN8S
Method: DFT, ωB97M-V with the def2-TZVPD basis set

```
119
Properties=species:S:1:pos:R:3:forces:R:3
K 1.35562 0.60010 -0.31128 -0.40 0.00 0.13
C -4.14523 -1.06919 -4.27533 0.35 0.76 -0.67
C -3.48009 0.32364 -4.34347 -0.40 0.31 -0.53
C -2.76337 0.64503 -3.09092 -0.32 2.61 2.57
C -3.12663 1.61816 -2.11887 0.26 -1.80 -1.56
C -4.18055 2.64016 -2.31849 -0.65 -0.83 -0.72
C -3.69486 3.67867 -3.34789 0.06 0.12 0.37
C -2.23184 1.42768 -1.01897 0.52 1.30 1.60
N -1.23557 0.54688 -1.31922 -1.00 -0.07 0.09
C -1.57037 0.05985 -2.52543 0.52 -0.79 -0.83
C -0.91970 -0.97032 -3.26110 0.44 -0.02 0.99
C -0.00611 -1.92062 -2.79529 0.57 0.50 0.74
C 0.47274 -3.12225 -3.49697 1.10 -0.72 1.35
C 0.07354 -3.58754 -4.86029 2.48 0.33 0.08
C -0.45092 -2.50215 -5.73771 0.35 0.39 -1.84
C 1.32802 -3.77567 -2.59203 -0.92 0.48 -1.36
C 1.29800 -2.96940 -1.41233 0.66 0.69 2.77
C 1.88387 -3.43742 -0.15460 0.00 0.24 -0.77
C 1.58788 -2.94288 1.13670 -0.09 0.18 -1.13
N 1.06677 -1.68950 1.34296 0.18 -1.62 1.99
C 0.92184 -1.64164 2.73707 -0.77 2.97 -2.09
C 0.26209 -0.59720 3.43979 -0.05 -1.07 -3.26
C -0.77471 0.19259 2.81686 0.61 1.70 -0.06
N -0.80590 0.76625 1.56175 -0.27 -0.72 1.35
C -1.96782 1.50667 1.50657 -0.14 -0.29 -0.76
C -2.51225 2.02447 0.28014 1.13 -1.38 -0.60
C -2.69245 1.39776 2.77126 -0.18 -0.11 0.88
C -1.94012 0.59102 3.61101 0.32 0.39 -1.98
C -2.22541 0.01598 4.95103 -1.75 1.47 -1.01
C -2.35133 -1.47248 4.97078 -0.39 -1.67 0.23
C -4.08658 2.00059 2.96493 1.36 -1.57 -1.31
C -5.11680 1.25041 2.12783 -0.52 -0.47 -1.14
C 1.37585 -2.81473 3.34622 0.99 -1.77 1.96
C 1.74827 -3.72603 2.40205 0.08 1.54 0.03
C 2.25639 -5.11591 2.64882 0.69 -0.15 -0.96
C 1.17310 -6.17535 2.96047 -0.04 0.09 -0.56
C 1.45351 -2.92747 4.86772 -0.74 1.19 -1.34
C 2.73092 -2.27712 5.41675 0.18 -0.66 0.29
N 0.55905 -1.84276 -1.52102 -0.17 -1.15 -1.31
C 2.00961 -5.12453 -2.64547 -0.62 -0.03 -1.18
C 1.37395 -6.16149 -1.71909 -1.03 -0.61 -2.01
H -4.74368 -1.24726 -5.17714 0.50 -0.41 -0.15
H -3.37482 -1.81702 -4.03490 -0.45 0.04 -0.40
H -4.86163 -1.06915 -3.49498 -0.63 -0.04 1.11
H -2.72381 0.31410 -5.12643 -0.05 -0.03 -0.51
H -4.21867 1.14603 -4.63061 0.79 -1.14 0.47
H -5.07311 2.08925 -2.70356 0.32 0.57 -0.02
H -4.53309 3.07857 -1.39416 0.17 0.37 0.26
H -3.55257 3.18223 -4.32655 -0.05 0.36 0.45
H -4.47152 4.46413 -3.43316 0.62 -0.05 -0.17
H -2.69503 4.07947 -3.02279 -1.05 -0.14 -0.34
H -1.22109 -0.99245 -4.28704 -0.23 -0.27 -0.02
H 1.00395 -4.00266 -5.36714 -0.96 0.26 0.61
H -0.60725 -4.38208 -4.78417 -1.11 -1.28 0.01
H -1.52792 -2.33928 -5.66369 0.23 0.40 0.37
H 0.18819 -1.59239 -5.65011 -0.87 -0.46 0.05
H -0.32494 -2.83050 -6.77389 0.01 -0.01 -0.18
H 2.64262 -4.25232 -0.23963 -1.01 0.47 0.19
H 0.44944 -0.57256 4.47998 -0.58 0.04 1.04
H -3.30462 2.79050 0.22653 0.34 -0.61 0.57
H -1.44842 0.30268 5.59911 0.92 0.68 1.22
H -3.19575 0.56561 5.18775 1.06 -1.02 0.67
H -1.58696 -2.06365 4.42526 -0.38 0.84 -0.07
H -2.31182 -1.91336 5.97831 -0.19 0.38 0.07
H -3.32520 -1.71850 4.56114 -0.16 -0.40 -0.22
H -4.38315 1.98113 4.00110 -0.04 0.56 0.38
H -3.97107 2.95918 2.49053 -0.42 0.97 0.53
H -5.30453 0.21107 2.43470 0.20 0.27 0.22
H -6.07579 1.77439 2.13426 -0.15 0.01 0.14
H -4.82887 1.17990 1.04724 0.00 0.14 0.96
H 2.84263 -5.42321 1.76255 -0.66 -0.11 -0.13
H 3.10630 -5.08147 3.34238 -0.57 -0.07 0.72
H 0.43707 -6.21471 2.13148 0.34 0.22 0.45
H 1.57477 -7.18318 3.04276 0.34 -0.12 -0.03
H 0.62979 -6.00448 3.88893 -0.01 0.35 0.01
H 0.52183 -2.43124 5.24463 0.92 -0.40 0.12
H 1.38559 -3.95668 5.12668 0.13 -0.95 0.51
H 2.86059 -1.22514 5.13465 -0.18 -0.28 -0.01
H 2.71629 -2.37406 6.49873 -0.01 0.35 0.37
H 3.63524 -2.84255 5.12668 -0.39 0.28 -0.30
H 1.95320 -5.51502 -3.69031 0.02 0.29 0.57
H 3.06778 -5.09988 -2.40534 0.30 0.43 0.01
H 0.26842 -6.09553 -1.81391 0.62 -0.03 0.39
H 1.66350 -7.15701 -2.08655 -0.03 0.02 0.28
H 1.69907 -6.03887 -0.72779 0.07 0.12 1.32
S 2.72321 6.21767 -1.06471 0.08 -0.69 0.29
C 3.16923 5.84321 0.57465 0.11 1.45 0.06
C 2.98145 4.54735 0.93225 0.45 0.46 0.31
C 2.48732 3.76149 -0.12569 -0.89 -1.06 -1.63
C 2.29911 4.48035 -1.29982 0.33 -0.68 1.37
C 1.87721 3.91943 -2.59469 -0.90 0.25 0.85
C 1.46931 4.78148 -3.62671 1.10 -0.16 -0.15
C 1.29506 4.31004 -4.90198 -0.32 0.27 -1.19
C 1.28587 2.93172 -5.11663 -0.22 -0.45 0.73
C 1.44539 2.15022 -3.97991 0.15 -0.70 1.30
N 1.76179 2.58803 -2.72289 0.06 0.02 -1.77
H 3.51013 6.70683 1.16046 -0.04 -0.46 -0.05
H 3.19216 4.13452 1.93785 -0.16 0.58 -0.87
H 1.50626 5.81509 -3.37566 -0.17 0.78 -0.23
H 1.15909 4.98007 -5.77841 -0.06 -0.30 0.85
H 1.04266 2.43509 -6.05781 0.20 0.39 0.18
H 1.30517 1.05774 -4.01310 0.10 0.49 -0.20
Cl 4.92713 1.67249 5.42520 -0.27 -0.25 0.74
C 3.42201 2.18078 4.73405 -1.56 2.60 0.51
Cl 3.45223 4.08795 4.54587 0.17 -1.82 0.32
Cl 1.77703 1.89391 5.58732 1.99 -0.18 -0.35
C 3.31173 1.64329 3.42330 -0.24 0.67 1.33
N 3.12716 1.30881 2.36279 -0.21 -1.07 -2.47
N 0.46153 4.03379 2.13506 -0.60 -0.69 1.59
N -0.25655 5.29249 2.13910 0.34 -0.22 -1.11
H 0.49385 3.48279 1.27144 -0.29 0.59 0.09
H 0.10038 3.41882 2.89936 0.13 0.86 -1.07
H -1.09510 5.27019 1.52878 0.60 -0.28 0.39
H 0.38355 5.95894 1.67233 -0.39 -0.48 0.39
Cl 4.92538 0.46941 -1.74253 0.38 -0.86 -0.49
C 4.57460 1.76757 -0.65480 0.81 2.43 -1.58
Cl 6.05836 2.87080 -0.36582 -0.44 -0.88 0.19
H 4.23670 1.36749 0.27009 -0.31 0.20 0.63
H 3.95620 2.51588 -1.20521 -0.09 -1.17 1.07
```
Forces are in eV/Å.

Properties
Orbital gap (alpha / beta) in hartree: 0.16764 / 0.16774
HOMO level (alpha / beta) in eV: -1.117 / -1.120
Charge: -2
Lowest unoccupied orbital energy (alpha / beta) in eV: 3.445 / 3.444

Results of the Mulliken charge analysis, in e, for atoms 1 through 99: K 1.054; C -1.248; C -0.470; C -0.190; C -0.693; C -1.102; C -1.085; C 0.102; N 0.112; C 0.646; C 0.181; C 0.197; C 0.455; C 0.031; C -1.416; C -1.159; C 0.185; C -0.654; C 0.263; N -0.030; C 0.276; C -0.151; C -0.837; N 0.727; C 0.473; C -0.598; C -0.420; C 0.055; C -0.887; C -1.082; C -1.032; C -0.952; C -0.177; C 0.135; C -0.671; C -1.228; C -1.159; C -1.042; N -0.373; C -0.926; C -0.895; H 0.335; H 0.238; H 0.424; H 0.206; H 0.396; H 0.379; H 0.422; H 0.293; H 0.387; H 0.206; H -0.134; H 0.341; H 0.303; H 0.156; H 0.361; H 0.506; H 0.589; H 1.106; H 0.496; H 0.187; H 0.232; H 0.215; H 0.321; H 0.323; H 0.502; H 0.281; H 0.265; H 0.385; H 0.148; H 0.337; H 0.403; H 0.259; H 0.407; H 0.343; H 0.033; H 0.470; H 0.065; H 0.412; H 0.310; H 0.241; H 0.397; H 0.267; H 0.407; H 0.144; S -0.382; C -0.148; C 0.079; C 0.130; C 0.233; C 0.496; C -1.142; C -0.387; C -0.927; C -0.126; N 0.374; H 0.330; H -0.583; H 0.447

---

Entry 2:
Molecular formula: C8H14SSi
Method: DFT, ωB97M-V with the def2-TZVPD basis set

```
24
Properties=species:S:1:pos:R:3:forces:R:3
C 3.28648 -0.68507 -0.61350 1.17 -0.03 0.68
C 2.11682 -1.10783 0.06720 0.86 2.79 -0.70
C 3.65812 0.60164 -0.34773 -1.72 -1.39 0.38
C 1.56569 -0.03441 0.66170 -3.28 -0.39 2.63
C -3.22897 0.35678 0.49057 -1.84 -1.23 -0.48
C -0.62682 1.75516 -0.45493 -1.30 0.68 -0.44
C -1.22254 -1.34166 -0.99543 2.35 -1.28 -1.96
C -0.52707 -0.30902 1.76620 2.57 -2.50 -2.68
Si -1.42806 0.06987 0.11417 0.89 1.80 1.30
S 2.52262 1.42829 0.66540 -0.29 -1.67 -0.49
H 3.90205 -1.41508 -1.12155 0.10 0.32 -0.43
H 1.68182 -1.99599 -0.20099 -1.18 -2.10 0.13
H 4.42155 1.07923 -0.82780 2.02 1.35 -0.77
H -3.52757 1.29140 -0.01618 -0.16 -0.43 0.21
H -3.88747 -0.52544 0.06995 1.19 1.73 0.69
H -3.50087 0.43823 1.56301 0.32 0.04 -0.58
H 0.00241 1.96076 0.39491 -0.05 0.58 0.41
H 0.07758 1.80242 -1.28462 -0.03 -0.66 -0.18
H -1.30059 2.66366 -0.66559 0.57 -1.50 0.64
H -1.17825 -2.33588 -0.54008 -0.36 0.18 0.36
H -1.99517 -1.38963 -1.77183 0.23 0.11 0.01
H -0.16141 -1.30797 -1.50291 -2.08 0.26 0.66
H -0.50237 -1.43158 2.14330 0.18 2.56 -0.62
H -0.14799 0.43212 2.40672 -0.14 0.79 1.23
```
Forces are in eV/Å.

Properties
Orbital gap in hartree: 0.32226
HOMO level in eV: -8.648
Lowest unoccupied orbital energy in eV: 0.121

natural (NBO) analysis output, partial charges in e: C -0.244; C -0.384; C -0.419; C -0.179; C -1.148; C -1.091; C -1.174; C -0.689; Si 1.641; S 0.400; H 0.218; H 0.223; H 0.222; H 0.245; H 0.239; H 0.247; H 0.227; H 0.245; H 0.234; H 0.250; H 0.249; H 0.256; H 0.228; H 0.205

---

Entry 3:
Molecular formula: C6H13NO
Method: DFT, ωB97M-V with the def2-TZVPD basis set

```
21
Properties=species:S:1:pos:R:3:forces:R:3
C -0.39640 -1.69235 0.85764 2.11 0.82 -0.60
C 1.30531 -1.44734 -0.25412 -1.68 -2.50 0.26
O -1.67469 -1.41917 0.45768 0.29 0.51 -0.32
H -1.79758 -0.45523 0.49406 -0.09 -0.19 -0.06
H -0.06100 -1.13602 1.74056 -0.18 -0.13 -0.04
H -0.29612 -2.77042 0.95424 0.21 0.08 -0.14
H 1.85514 -1.96271 0.52842 -0.10 -0.81 -0.06
H 2.08788 -0.87208 -0.73615 -0.76 1.23 0.27
H 0.91645 -2.04702 -1.07123 0.30 -0.97 0.15
C -0.47734 0.60277 -1.86296 -0.10 -0.11 0.12
C -0.30590 1.13188 -0.46407 -0.86 0.06 0.26
C 1.17457 1.00825 1.39800 -0.91 -0.59 -1.30
C -1.19853 1.98286 0.07012 0.40 0.11 -0.25
N 0.88429 0.76496 0.16958 1.32 2.57 1.39
H 0.47727 0.60192 -2.38557 0.04 0.03 0.03
H -0.85840 -0.41724 -1.86086 0.06 -0.12 0.04
H -1.18799 1.21720 -2.41125 0.00 0.03 -0.02
H 2.19927 0.86976 1.71730 0.12 0.01 0.05
H 0.42276 1.21958 2.15920 -0.07 0.16 0.13
H -1.03161 2.48646 1.00993 0.01 -0.13 0.17
H -2.03739 2.33392 -0.51052 -0.11 -0.06 -0.08
```
Forces are in eV/Å.

Properties
Orbital gap in hartree: 0.30595
HOMO level in eV: -8.055
Lowest unoccupied orbital energy in eV: 0.271

natural (NBO) analysis output, partial charges in e: C 0.029; C -0.684; O -0.699; H 0.489; H 0.143; H 0.174; H 0.187; H 0.222; H 0.184; C -0.654; C 0.154; C -0.067; C -0.460; N -0.424; H 0.229; H 0.234; H 0.217; H 0.177; H 0.142; H 0.200; H 0.206

---

Number 1: energy -152373.2603 eV. Number 2: energy -27232.2566 eV. Number 3: energy -9965.2034 eV.